1.
{"formula": "C9H36N18O9", "method": "ωB97M-V/def2-TZVPD", "lumo_ev": -0.25, "total_energy_ev": -55173.417, "gap_ev": 8.3, "smiles": "NC(N)=O.NC(N)=O.NC(N)=O.NC(N)=O.NC(N)=O.NC(N)=O.NC(N)=O.NC(N)=O.NC(N)=O", "de_lowest_kj_mol": 358.6, "spin_multiplicity": 1, "homo_energy_ev": -8.506, "largest_force_ev_per_a": 7.1, "symbols": ["N", "C", "N", "O", "H", "H", "H", "H", "N", "C", "N", "O", "H", "H", "H", "H", "N", "C", "N", "O", "H", "H", "H", "H", "N", "C", "N", "O", "H", "H", "H", "H", "N", "C", "N", "O", "H", "H", "H", "H", "N", "C", "N", "O", "H", "H", "H", "H", "N", "C", "N", "O", "H", "H", "H", "H", "N", "C", "N", "O", "H", "H", "H", "H", "N", "C", "N", "O", "H", "H", "H", "H"], "coordinates": [[2.235, 3.533, -2.926], [2.749, 2.627, -3.756], [2.767, 1.474, -3.164], [3.360, 2.918, -4.786], [1.735, 3.202, -2.134], [2.067, 4.463, -3.264], [3.101, 0.818, -3.831], [1.993, 1.284, -2.547], [0.731, 1.244, 0.752], [0.126, 0.944, -0.368], [-0.484, -0.258, -0.341], [0.225, 1.578, -1.418], [0.379, 0.965, 1.651], [0.922, 2.240, 0.711], [-0.921, -0.535, -1.207], [-0.550, -0.886, 0.447], [-2.312, 1.284, 2.361], [-1.550, 0.730, 3.361], [-2.297, -0.118, 4.096], [-0.351, 0.910, 3.554], [-1.830, 1.543, 1.538], [-3.231, 0.911, 2.256], [-1.932, -0.518, 4.938], [-3.278, -0.215, 3.943], [-2.248, 2.725, -5.706], [-1.540, 1.760, -5.274], [-0.877, 2.252, -4.250], [-1.533, 0.589, -5.639], [-2.728, 2.552, -6.560], [-1.901, 3.658, -5.611], [-0.484, 1.546, -3.686], [-1.252, 3.024, -3.720], [-2.441, -3.632, 1.165], [-1.664, -3.018, 2.095], [-2.002, -3.444, 3.297], [-0.816, -2.165, 1.812], [-3.234, -4.112, 1.534], [-2.325, -3.417, 0.201], [-2.674, -4.129, 3.555], [-1.287, -3.218, 3.972], [0.660, 3.853, 3.595], [0.816, 4.622, 2.554], [1.100, 5.809, 3.112], [0.650, 4.360, 1.384], [0.376, 2.909, 3.503], [0.474, 4.265, 4.480], [1.189, 6.539, 2.437], [1.875, 5.850, 3.756], [3.407, 0.082, 3.058], [4.401, -0.825, 3.248], [4.607, -0.947, 4.616], [5.036, -1.444, 2.399], [2.984, 0.723, 3.720], [3.326, 0.294, 2.085], [3.758, -0.850, 5.120], [5.120, -1.784, 4.880], [2.106, -4.939, -2.359], [1.175, -4.008, -2.218], [1.131, -3.566, -0.978], [0.461, -3.621, -3.110], [2.239, -5.326, -3.262], [2.603, -5.244, -1.558], [1.707, -3.876, -0.213], [0.839, -2.599, -1.000], [-2.443, -3.215, -2.038], [-3.133, -2.107, -2.125], [-4.394, -2.517, -1.982], [-2.752, -0.952, -2.212], [-2.855, -4.078, -2.352], [-1.503, -3.220, -2.445], [-4.989, -1.852, -1.507], [-4.621, -3.447, -1.634]], "forces_ev_per_a": [[-0.9, 2.4, 0.2], [1.9, 3.4, -1.1], [0.2, -3.6, 0.4], [-0.6, -0.4, -0.1], [-0.6, 0.1, 0.5], [0.0, -0.1, 0.0], [0.0, -1.3, 0.1], [0.0, -0.6, 0.0], [1.5, 2.8, 1.9], [-0.6, -2.7, -1.9], [-0.8, -0.6, -0.9], [0.1, 0.8, -0.2], [-0.1, -0.5, 0.2], [0.4, 0.2, 0.6], [-0.3, 0.0, 0.0], [0.1, 0.2, 0.2], [0.6, 0.2, 0.8], [-0.4, -0.4, -0.6], [-0.1, -0.5, 1.1], [-0.2, 0.4, -0.2], [0.3, 0.4, -0.8], [-0.2, 0.0, -0.4], [0.2, 0.1, 0.1], [-0.2, 0.0, 0.0], [-4.4, 3.7, -4.2], [1.2, -3.7, 1.2], [2.7, 0.0, 2.9], [0.0, 0.5, -0.3], [-0.4, 0.0, -0.5], [0.0, 0.2, 0.0], [0.8, -0.6, 1.0], [0.0, -0.2, -0.1], [0.2, 0.1, 0.1], [-0.4, 0.5, -3.0], [1.6, 0.9, 3.4], [-0.3, -0.9, 0.9], [-0.3, -0.3, -0.6], [-0.2, 0.1, -0.8], [-0.2, -0.5, -0.3], [-0.4, -0.1, 0.4], [-0.5, -3.8, 1.9], [-0.4, 0.3, -0.3], [1.1, 4.1, -0.7], [0.1, -0.2, -0.6], [-0.3, -1.0, -0.2], [0.0, 0.2, 0.3], [0.1, 0.5, -0.4], [-0.1, -0.2, 0.1], [-0.2, 0.1, -1.8], [0.6, -0.4, 1.1], [1.2, -1.1, 0.0], [-0.9, 1.0, 0.6], [0.6, -0.5, -0.1], [-0.6, 0.5, -0.4], [-0.5, 0.1, 0.7], [-0.1, 0.3, -0.2], [0.8, -1.3, -0.9], [0.6, -1.0, -0.5], [-1.3, 2.4, 2.4], [-1.0, 0.7, -1.1], [0.2, -0.5, -0.4], [0.6, -0.4, 0.1], [0.1, 0.2, -0.3], [-0.2, 0.0, 0.9], [5.5, -3.1, -0.9], [-0.6, 1.5, 0.2], [-4.8, 0.9, 1.0], [0.0, -0.5, 0.1], [-0.5, 0.1, 0.1], [0.2, 0.4, 0.3], [-0.2, 0.3, -0.5], [0.6, 0.5, -0.3]]}

***

2.
{"formula": "C44H58FN3O5ReSe", "method": "ωB97M-V/def2-TZVPD", "lumo_ev": [-5.67, -6.53], "total_energy_ev": -131453.431, "gap_ev": [6.0, 4.7], "charge": 2, "s2": 3.858, "spin_multiplicity": 4, "homo_energy_ev": [-11.648, -11.213], "largest_force_ev_per_a": 3.5, "symbols": ["Re", "C", "C", "C", "C", "C", "C", "C", "Se", "C", "C", "C", "C", "C", "C", "O", "C", "C", "C", "C", "C", "C", "C", "C", "C", "O", "C", "C", "C", "C", "C", "C", "H", "H", "H", "H", "H", "H", "H", "H", "H", "H", "H", "H", "H", "H", "H", "H", "H", "H", "H", "H", "H", "H", "H", "H", "H", "H", "H", "H", "H", "H", "H", "H", "H", "H", "H", "H", "H", "H", "H", "H", "C", "C", "N", "C", "C", "C", "O", "O", "C", "O", "C", "C", "C", "F", "C", "C", "C", "N", "C", "C", "N", "C", "C", "H", "H", "H", "H", "H", "H", "H", "H", "H", "H", "H", "H", "H", "H", "H", "H", "H", "H"], "coordinates": [[1.326, 0.067, 0.643], [6.377, -1.646, -4.970], [5.723, -2.236, -3.711], [5.374, -3.706, -3.993], [6.795, -2.349, -2.578], [4.462, -1.492, -3.256], [4.428, -0.964, -1.961], [3.308, -0.391, -1.444], [3.531, 0.636, 0.171], [2.022, -1.245, 1.978], [2.925, -2.236, 2.288], [2.742, -2.966, 3.452], [1.740, -2.463, 4.340], [0.882, -1.385, 4.164], [1.089, -0.733, 2.951], [0.572, 0.435, 2.620], [0.019, -0.933, 5.380], [0.215, -1.917, 6.507], [0.568, 0.442, 5.875], [-1.417, -0.753, 4.864], [3.590, -4.266, 3.790], [5.087, -4.055, 3.529], [3.376, -4.645, 5.310], [3.029, -5.469, 2.971], [2.079, -0.466, -2.129], [1.001, -0.023, -1.539], [2.053, -0.966, -3.519], [3.287, -1.394, -4.049], [0.727, -1.084, -4.325], [1.063, -1.804, -5.634], [0.054, 0.255, -4.781], [-0.209, -1.952, -3.459], [7.362, -2.149, -5.098], [6.551, -0.546, -4.939], [5.718, -1.839, -5.847], [6.252, -4.288, -4.351], [4.632, -3.926, -4.743], [5.101, -4.196, -3.029], [7.647, -2.935, -2.947], [6.343, -2.823, -1.693], [7.228, -1.388, -2.304], [5.304, -1.057, -1.393], [3.722, -2.457, 1.561], [1.691, -3.015, 5.239], [1.266, -1.999, 6.879], [-0.184, -2.926, 6.298], [-0.442, -1.636, 7.307], [1.704, 0.456, 6.087], [0.087, 0.727, 6.836], [0.256, 1.193, 5.078], [-1.810, -1.745, 4.538], [-1.457, -0.074, 3.986], [-2.170, -0.447, 5.683], [5.426, -3.123, 3.906], [5.329, -4.128, 2.446], [5.700, -4.863, 4.016], [3.750, -3.856, 5.981], [3.880, -5.544, 5.514], [2.340, -4.939, 5.523], [2.672, -5.161, 1.971], [2.149, -5.904, 3.484], [3.758, -6.278, 2.934], [3.355, -1.665, -5.090], [1.672, -1.185, -6.316], [0.189, -2.066, -6.210], [1.459, -2.828, -5.491], [0.556, 0.592, -5.695], [0.111, 1.010, -3.987], [-1.019, 0.053, -4.981], [0.345, -2.838, -3.068], [-1.080, -2.249, -4.098], [-0.643, -1.386, -2.585], [-5.629, 1.062, -1.876], [-5.404, 0.554, -0.452], [-4.063, 0.888, 0.130], [-3.301, -0.174, 0.534], [-1.922, -0.028, 0.653], [-1.278, -1.392, 0.795], [-1.889, -2.331, 1.273], [0.022, -1.461, 0.421], [-1.299, 1.311, 0.502], [0.003, 1.550, 0.388], [-2.191, 2.378, 0.307], [-1.803, 3.717, 0.144], [-2.701, 4.741, -0.094], [-2.252, 5.986, -0.212], [-4.126, 4.571, -0.318], [-4.519, 3.201, -0.135], [-3.598, 2.147, 0.016], [-5.036, 5.579, -0.689], [-4.769, 6.362, -1.863], [-5.989, 7.079, -2.387], [-6.818, 7.743, -1.331], [-7.205, 6.821, -0.132], [-5.944, 6.081, 0.330], [-6.380, 0.370, -2.340], [-4.691, 0.940, -2.478], [-5.942, 2.064, -1.899], [-5.457, -0.531, -0.490], [-6.163, 0.886, 0.242], [-3.825, -1.059, 0.875], [-0.714, 3.963, 0.116], [-5.578, 2.983, 0.008], [-4.461, 5.632, -2.652], [-3.990, 7.108, -1.690], [-6.663, 6.358, -2.830], [-5.722, 7.859, -3.116], [-7.689, 8.104, -1.789], [-6.265, 8.573, -0.975], [-7.979, 6.160, -0.509], [-7.641, 7.442, 0.641], [-6.278, 5.223, 0.906], [-5.420, 6.675, 1.091]], "forces_ev_per_a": [[-1.5, 1.2, -2.5], [-0.1, 0.3, -0.5], [0.6, -0.4, 0.2], [0.6, -1.2, 0.7], [-0.2, 0.3, -0.4], [0.1, 0.1, 1.0], [0.5, -1.1, -2.1], [0.0, 0.9, 0.3], [0.2, -0.7, -0.8], [0.4, 0.3, 1.0], [0.4, -0.3, -1.4], [0.5, -0.4, 0.1], [-0.3, -0.2, -0.4], [0.8, -1.3, 1.8], [0.0, 0.5, 1.0], [1.0, -1.3, -1.2], [1.3, 0.9, -1.0], [-0.6, -1.1, 0.4], [0.3, 0.8, -0.5], [-1.5, -0.8, 0.9], [-1.3, 0.2, 1.1], [0.2, -1.5, -0.8], [-0.5, 1.2, -1.0], [-0.8, 0.4, 0.2], [-0.8, 0.0, -1.5], [1.2, 0.2, 1.8], [1.1, 0.5, 0.4], [-0.9, 0.6, 1.0], [0.6, 0.0, 0.0], [-0.1, -1.0, -0.4], [0.0, -0.6, 0.9], [-0.9, 0.2, 0.2], [-0.7, 0.3, -0.2], [-0.1, -0.7, 0.2], [0.6, 0.1, 0.4], [-0.2, 0.6, 0.3], [-0.6, 0.4, -0.2], [-0.2, 0.2, -0.7], [-0.4, -0.1, 0.1], [0.4, 0.1, -0.2], [-0.2, 0.2, 0.1], [0.9, 0.2, 0.8], [-0.5, -0.2, 0.4], [-0.2, -0.2, 0.7], [-0.9, 0.3, -0.3], [0.5, 0.2, -0.3], [-0.1, 0.6, 0.8], [-1.7, -0.1, -0.7], [0.1, -0.2, -0.6], [0.8, -0.6, 1.2], [0.3, 0.6, 0.0], [0.0, -0.3, 0.7], [1.4, 0.0, -1.2], [0.4, 0.9, 0.3], [-0.2, 0.2, 0.6], [-0.7, 0.7, -0.4], [-0.3, -0.3, -0.1], [1.2, -1.1, 0.2], [0.0, 0.6, 0.0], [0.5, -0.3, 0.3], [0.3, 0.4, -0.2], [0.2, 0.2, -0.3], [-0.1, -0.3, 0.0], [0.0, -0.5, 0.5], [-0.8, 0.5, -0.1], [0.5, 0.7, 0.1], [-0.3, 0.2, 0.3], [0.0, 0.0, -0.3], [0.6, 0.1, -0.1], [-0.6, 0.5, -0.4], [0.7, -0.1, 0.5], [0.6, -0.5, -0.9], [0.8, -2.3, -0.6], [0.2, -0.3, 0.2], [-1.1, -2.2, -0.3], [0.6, 2.7, 0.1], [-0.2, 0.9, -0.1], [2.1, -0.5, 1.0], [0.4, 1.0, -0.9], [-2.4, -0.2, 0.8], [1.4, -2.4, -1.0], [-3.3, -0.5, 0.4], [-2.6, 1.5, -1.4], [1.1, 0.9, -0.1], [-1.4, -0.5, -0.7], [0.4, 0.6, -0.1], [1.5, -3.1, 0.8], [0.1, 2.1, -0.3], [1.7, 0.6, 1.8], [-1.1, -0.3, 0.3], [0.8, -0.1, -0.2], [-0.6, -0.4, -0.4], [-0.1, 1.1, 1.0], [1.0, 0.1, -1.5], [0.2, 0.0, 1.0], [0.5, 0.9, 0.3], [-0.8, 0.2, 0.5], [-0.5, 1.2, -0.3], [0.1, 0.0, 0.2], [-0.4, 0.2, 0.1], [0.2, -0.3, -0.7], [-1.1, -0.1, 0.4], [0.3, 0.0, -0.5], [0.0, 0.9, 0.4], [0.4, 0.0, -0.1], [-0.2, -0.1, -0.3], [-0.1, -0.4, 0.2], [0.9, -0.2, 0.6], [-0.9, -0.9, -0.3], [0.1, -0.2, -0.2], [0.1, 0.1, 0.1], [-0.3, -0.2, 0.1], [0.1, 0.4, -0.2]]}

***

3.
{"formula": "C25H42O21", "method": "ωB97M-V/def2-TZVPD", "lumo_ev": 0.21, "total_energy_ev": -69605.075, "gap_ev": 10.9, "smiles": "C[C@H]1COC(=O)O1.C[C@H]1COC(=O)O1.C[C@H]1COC(=O)O1.C[C@H]1COC(=O)O1.COC(=O)OC.COC(=O)OC.COC(=O)OC", "de_lowest_kj_mol": 0.0, "spin_multiplicity": 1, "homo_energy_ev": -10.663, "largest_force_ev_per_a": 1.5, "symbols": ["C", "C", "C", "O", "C", "O", "O", "H", "H", "H", "H", "H", "H", "C", "C", "C", "O", "C", "O", "O", "H", "H", "H", "H", "H", "H", "C", "C", "C", "O", "C", "O", "O", "H", "H", "H", "H", "H", "H", "C", "C", "C", "O", "C", "O", "O", "H", "H", "H", "H", "H", "H", "C", "O", "C", "O", "O", "C", "H", "H", "H", "H", "H", "H", "C", "O", "C", "O", "O", "C", "H", "H", "H", "H", "H", "H", "C", "O", "C", "O", "O", "C", "H", "H", "H", "H", "H", "H"], "coordinates": [[4.824, 0.663, 3.090], [5.893, 0.751, 2.024], [5.600, 0.127, 0.662], [5.996, 1.149, -0.275], [6.303, 2.289, 0.372], [6.632, 3.299, -0.148], [6.180, 2.127, 1.715], [5.247, 0.955, 4.048], [4.445, -0.357, 3.191], [3.984, 1.306, 2.829], [6.829, 0.324, 2.402], [4.554, -0.117, 0.493], [6.207, -0.748, 0.438], [-2.138, 3.508, 2.593], [-2.325, 3.073, 1.165], [-3.404, 1.983, 0.979], [-4.504, 2.674, 0.420], [-4.127, 3.926, 0.042], [-4.840, 4.676, -0.532], [-2.855, 4.167, 0.403], [-1.430, 4.337, 2.676], [-1.737, 2.706, 3.217], [-3.076, 3.843, 3.040], [-1.378, 2.739, 0.742], [-3.639, 1.525, 1.936], [-3.018, 1.220, 0.304], [2.735, 0.405, -7.011], [2.217, 0.404, -5.588], [0.696, 0.356, -5.460], [0.499, -0.562, -4.374], [1.646, -1.196, -4.097], [1.760, -2.005, -3.230], [2.636, -0.785, -4.908], [2.435, 1.327, -7.510], [2.414, -0.479, -7.565], [3.826, 0.364, -7.040], [2.653, 1.278, -5.099], [0.160, -0.012, -6.331], [0.316, 1.315, -5.116], [1.978, -1.021, 0.890], [0.618, -0.872, 0.235], [0.004, -2.180, -0.285], [-1.294, -2.197, 0.319], [-1.450, -1.162, 1.160], [-2.429, -0.948, 1.803], [-0.352, -0.374, 1.182], [2.345, -0.088, 1.308], [2.702, -1.341, 0.129], [1.980, -1.859, 1.596], [0.742, -0.079, -0.508], [0.608, -3.017, 0.058], [-0.094, -2.125, -1.365], [-6.936, -0.439, 7.039], [-5.960, -0.606, 6.014], [-6.409, -0.549, 4.760], [-7.547, -0.340, 4.420], [-5.384, -0.764, 3.950], [-5.661, -0.624, 2.576], [-6.426, 0.053, 7.864], [-7.362, -1.400, 7.313], [-7.730, 0.235, 6.716], [-5.873, 0.424, 2.340], [-6.541, -1.184, 2.252], [-4.822, -0.954, 1.977], [-3.423, -0.330, -2.012], [-3.638, 1.059, -2.149], [-2.672, 1.795, -2.675], [-1.524, 1.448, -2.824], [-3.179, 2.964, -3.026], [-2.249, 3.925, -3.509], [-3.380, -0.870, -2.959], [-4.223, -0.718, -1.391], [-2.466, -0.532, -1.518], [-2.775, 4.869, -3.563], [-1.861, 3.625, -4.483], [-1.397, 4.011, -2.831], [5.105, -3.586, 2.224], [4.940, -3.615, 0.814], [3.797, -4.174, 0.406], [2.921, -4.580, 1.123], [3.797, -4.163, -0.918], [2.699, -4.787, -1.553], [6.042, -3.076, 2.425], [5.103, -4.586, 2.654], [4.298, -3.029, 2.709], [2.722, -4.542, -2.609], [1.748, -4.387, -1.194], [2.687, -5.862, -1.387]], "forces_ev_per_a": [[0.0, -0.1, -0.2], [0.6, -0.2, 0.2], [0.1, 0.3, -0.5], [-0.1, -0.2, 0.1], [-0.1, -0.2, 0.4], [0.1, 0.3, -0.2], [-0.2, -0.2, -0.2], [-0.2, 0.1, 0.0], [0.1, 0.0, -0.1], [0.0, 0.1, 0.1], [-0.1, 0.0, 0.1], [-0.1, 0.1, 0.1], [-0.1, -0.1, 0.2], [0.2, 0.3, 0.6], [-0.4, -0.3, 0.3], [1.1, 0.2, 0.2], [0.0, 0.1, 0.0], [-0.2, -0.7, 0.0], [0.0, 0.4, -0.1], [0.3, 0.1, -0.2], [-0.1, 0.0, -0.2], [-0.1, -0.2, -0.2], [-0.1, -0.1, -0.1], [0.0, 0.2, -0.2], [-0.3, 0.0, -0.1], [-0.4, -0.1, -0.1], [0.4, -0.3, -0.1], [0.3, 0.1, -1.1], [0.1, 0.3, 0.9], [-0.1, -0.1, -0.1], [-0.1, 0.2, 0.0], [0.1, -0.4, 0.2], [0.1, 0.0, 0.2], [-0.1, -0.1, -0.1], [-0.3, 0.2, 0.0], [0.0, 0.2, 0.2], [-0.2, -0.1, 0.4], [0.1, 0.0, -0.1], [-0.3, 0.0, -0.3], [0.1, -1.0, -0.4], [0.8, 0.9, 0.2], [0.2, 1.0, 0.1], [0.0, -0.2, 0.0], [0.3, 0.2, 0.1], [-0.1, 0.0, 0.0], [-0.1, -0.5, -0.2], [-0.2, 0.0, 0.3], [-0.2, 0.2, -0.2], [-0.1, 0.4, 0.3], [-0.4, -0.3, -0.3], [-0.3, -0.3, -0.1], [0.0, -0.4, 0.0], [-0.2, 0.6, -0.1], [0.1, 0.0, 0.0], [-0.4, 0.0, 0.0], [0.2, 0.0, 0.1], [0.5, -0.3, 0.2], [-0.8, 0.4, -1.2], [0.1, -0.3, 0.1], [0.0, 0.0, 0.1], [0.0, -0.2, -0.1], [0.1, 0.0, 0.1], [0.0, -0.1, 0.4], [0.3, -0.1, 0.4], [0.9, -0.7, 0.5], [-0.7, 0.2, -0.2], [0.5, -0.3, -0.3], [0.0, 0.0, 0.0], [-0.3, 0.1, 0.3], [0.6, 0.0, 0.0], [-0.2, 0.3, -0.2], [-0.1, 0.1, 0.0], [-0.1, 0.1, 0.0], [-0.1, 0.0, 0.0], [-0.1, 0.0, -0.1], [-0.1, 0.0, 0.1], [-0.3, 0.2, 0.6], [0.1, 0.0, -0.1], [-0.1, 0.1, -0.1], [0.0, -0.1, 0.0], [0.4, 0.1, -0.1], [-1.2, -0.1, -0.2], [0.1, -0.1, -0.1], [0.1, 0.0, -0.1], [0.0, 0.0, -0.2], [0.4, 0.0, 0.0], [0.2, 0.0, 0.2], [0.2, 0.0, 0.0]]}